ORCA calculation (the ωB97M-V functional and the def2-TZVPD basis) on C4H9Cl in the gas phase at a distorted geometry.

Summary:
Charge = 0
SMILES = CC(C)(C)Cl
Multiplicity = 1
E_HOMO = -10.56 eV

Last column: natural (NBO) charge in e.
Element x y z (Å)
C  0.7922  -0.3399  1.4028  -0.6247
C  0.3530  0.0173  -0.0098  0.0052
C  0.8712  -1.0295  -0.9610  -0.6467
C  0.7330  1.4681  -0.3749  -0.6281
H  0.6967  -1.4423  1.5360  0.2163
H  1.8734  -0.1213  1.4505  0.2108
H  0.2320  0.2432  2.1568  0.2258
H  0.2748  -0.9680  -1.9260  0.2256
H  1.9275  -1.0237  -1.3061  0.2266
H  0.7463  -2.0409  -0.5708  0.2192
H  1.8607  1.5941  -0.3734  0.2139
H  0.3683  1.7139  -1.4131  0.2227
H  0.2740  2.2022  0.3333  0.2255
Cl  -1.4559  -0.0502  -0.0135  -0.0920


ORCA calculation (the ωB97M-V functional and the def2-TZVPD basis) on C5H4O2S in the gas phase at a distorted geometry.

Summary:
Charge = 0
SMILES = C#CCOC(=S)C=O
Multiplicity = 1
E_HOMO = -9.52 eV

Last column: natural (NBO) charge in e.
Element x y z (Å)
C  -1.6835  1.2047  -0.0943  0.3340
C  -0.9861  -0.1656  0.2144  0.1123
C  1.4034  0.7428  0.1653  -0.1179
C  2.6394  -0.0996  0.0234  -0.0487
C  3.6593  -0.7268  -0.1617  -0.2020
H  -2.9343  0.9740  -0.1139  0.1897
H  1.1552  1.0656  -0.8103  0.2301
H  1.4260  1.5344  0.9811  0.2338
H  4.4455  -1.3828  -0.5535  0.2484
O  -0.9329  2.2469  -0.1658  -0.5167
O  0.3616  -0.1845  0.2409  -0.4961
S  -1.8572  -1.5264  -0.0617  0.0332


ORCA calculation (the ωB97M-V functional and the def2-TZVPD basis) on 2 unconnected molecules or ions with the total composition C3H5ClO at a distorted geometry.

Summary:
Charge = 0
Multiplicity = 1
E_HOMO = -9.36 eV

Last column: natural (NBO) charge in e.
Element x y z (Å)
C  0.3244  0.2160  1.0742  0.0443
C  1.2969  0.2311  0.0503  -0.4756
C  -0.0642  0.3313  -0.4282  -0.2392
H  0.6039  0.5138  2.8836  0.4738
H  0.0474  -0.7842  1.6087  0.1796
H  1.7795  -0.7363  -0.3689  0.2387
H  1.9993  1.1346  -0.1913  0.2430
H  -0.4197  1.3270  -0.4765  0.2247
O  0.2810  1.3602  1.8344  -0.6410
Cl  -0.9177  -1.0004  -1.3123  -0.0483


ORCA calculation (the ωB97M-V functional and the def2-TZVPD basis) on a molecular structure, C28H20ClCoF3N3O8SbSe2Te2.

Summary:
Charge = -2
Expectation value of S² = 0.76
Multiplicity = 2
E_HOMO (alpha / beta) = -1.83 / -1.94 eV

Last column: natural (NBO) charge in e.
Element x y z (Å)
Co  2.0718  0.3424  0.7857  1.0144
Se  3.9264  2.1124  2.8402  0.3274
Te  5.3212  2.2164  0.6871  -0.0832
Te  3.1304  2.2698  -0.9503  0.1855
Se  3.8756  0.7740  -2.8071  -0.8109
N  4.3109  -1.2154  -0.1779  -0.3426
C  5.3253  -2.0224  0.1466  -0.0255
C  5.3091  -2.1762  1.5193  -0.3614
C  4.2360  -1.3860  1.9487  -0.0085
N  3.6490  -0.8159  0.9087  -0.3261
H  4.1061  -0.7667  -1.0921  0.4593
H  5.9845  -2.4080  -0.6119  0.2140
H  5.9799  -2.7620  2.1226  0.2157
H  3.8665  -1.1876  2.9405  0.2276
O  0.2830  3.6855  0.2554  -0.9539
Cl  0.7561  4.7671  1.2000  1.8447
O  1.9918  5.3086  0.6242  -0.8796
O  -0.2852  5.8117  1.1770  -0.9061
O  2.4416  1.2808  2.3765  -1.1064
O  1.1387  -2.6527  0.4906  -0.6726
C  1.0629  -1.9688  -0.5238  0.7415
O  1.3460  -0.7273  -0.6518  -0.7853
C  0.6435  -2.6195  -1.8305  -0.0217
C  0.8738  -1.9838  -3.0467  -0.2078
C  0.4817  -2.5908  -4.2295  -0.1848
C  -0.1498  -3.8218  -4.1661  -0.0035
C  -0.3957  -4.4710  -2.9658  -0.2116
C  0.0141  -3.8597  -1.7947  -0.2027
N  -0.5729  -4.4712  -5.4167  0.5357
O  -1.1233  -5.5568  -5.3436  -0.4068
O  -0.3605  -3.8936  -6.4664  -0.3931
H  1.3768  -1.0226  -3.0511  0.2750
H  0.6572  -2.1235  -5.1871  0.2410
H  -0.8927  -5.4294  -2.9668  0.2355
H  -0.1416  -4.3256  -0.8307  0.2418
F  -3.8721  -3.9413  1.8828  -0.3489
C  -3.1402  -2.8106  1.6822  0.3837
C  -2.7243  -2.5047  0.4046  -0.2875
C  -1.9819  -1.3463  0.2155  -0.2232
C  -1.6546  -0.5028  1.2773  -0.3026
C  -2.0901  -0.8633  2.5499  -0.2297
C  -2.8398  -2.0140  2.7655  -0.2990
Sb  -0.3638  1.2135  0.9223  1.3441
C  -1.1609  2.3670  2.5135  -0.3875
C  -2.1321  3.3500  2.3572  -0.1870
C  -2.5965  4.0685  3.4491  -0.2969
C  -2.0604  3.7960  4.6900  0.4474
F  -2.5109  4.4985  5.7649  -0.3571
C  -1.0682  2.8593  4.8818  -0.3110
C  -0.6172  2.1467  3.7767  -0.2079
C  -1.3903  1.6790  -0.8731  -0.3943
C  -0.6522  1.7228  -2.0519  -0.1031
C  -1.2714  1.9626  -3.2718  -0.2942
C  -2.6350  2.1640  -3.2828  0.3827
F  -3.2541  2.4048  -4.4685  -0.3449
C  -3.4025  2.1237  -2.1370  -0.2986
C  -2.7662  1.8698  -0.9289  -0.1966
H  -2.9715  -3.1628  -0.4186  0.2201
H  -1.6465  -1.1062  -0.7881  0.2197
H  -1.8539  -0.2352  3.4011  0.2146
H  -3.1839  -2.2950  3.7525  0.2143
H  -2.4975  3.6001  1.3690  0.2303
H  -3.3318  4.8540  3.3398  0.2188
H  -0.6457  2.7123  5.8669  0.2160
H  0.2007  1.4438  3.8983  0.2360
H  0.4180  1.5497  -2.0344  0.2228
H  -0.7067  1.9956  -4.1939  0.2266
H  -4.4713  2.2812  -2.1986  0.2156
H  -3.3633  1.8086  -0.0255  0.2121


ORCA calculation (the ωB97M-V functional and the def2-TZVPD basis) on a molecular structure, C43H33AsCl4O12PdS.

Summary:
Charge = -2
Expectation value of S² = 6.03
Multiplicity = 5
E_HOMO (alpha / beta) = -2.70 / -3.60 eV

Last column: Löwdin charge in e.
Element x y z (Å)
Pd  0.3159  -0.3628  -0.1681  1.1529
O  2.3249  3.5070  -1.9583  -0.2830
As  1.2952  2.0389  -2.0244  0.8471
O  2.1015  0.9478  -2.9221  -0.4845
O  0.9022  1.7009  -0.4365  -0.5101
C  -0.2841  2.9314  -2.7559  -0.2198
C  -0.1333  4.2131  -3.2798  -0.0950
C  -1.2289  4.9510  -3.7101  -0.0983
C  -2.5052  4.4142  -3.6163  -0.0967
C  -2.6696  3.1349  -3.1094  -0.0825
C  -1.5676  2.3961  -2.7003  -0.2721
S  -1.9314  0.7170  -2.0649  0.8315
O  -0.6817  0.0044  -2.3355  -0.4409
O  -3.1245  0.3036  -2.7884  -0.3526
O  -1.6033  2.0430  1.1018  0.0275
H  3.2308  3.1850  -1.8951  0.0265
H  0.8582  4.6418  -3.3303  0.0887
H  -1.0812  5.9476  -4.1095  0.0911
H  -3.3692  4.9834  -3.9388  0.0930
H  -3.6512  2.6819  -3.0450  0.1024
Cl  3.8185  -6.3235  -1.5808  0.6298
C  3.4099  -4.6917  -1.1775  -0.7085
C  4.4494  -3.7517  -0.9391  -0.7094
Cl  6.0983  -4.2593  -1.0635  0.6302
C  4.1515  -2.4559  -0.6033  -0.6207
Cl  5.3862  -1.3031  -0.2659  0.6986
C  2.7974  -2.0052  -0.4835  -0.3847
O  2.5130  -0.8437  -0.1322  -0.0550
C  1.7192  -2.9779  -0.7291  -0.3827
O  0.5303  -2.6317  -0.6010  -0.0337
C  2.0947  -4.3166  -1.0805  -0.6210
Cl  0.8139  -5.4379  -1.3326  0.6962
C  -3.9414  -3.0054  4.6552  0.0110
C  -3.6717  -1.6784  3.9704  -0.5945
C  -4.5851  -0.5776  4.4952  0.0172
O  -3.8372  -1.8270  2.5654  -0.0016
C  -2.6517  -1.3777  1.8829  -0.1431
C  -1.8811  -0.6610  2.9916  -0.1460
O  -2.3233  -1.3411  4.1749  -0.0085
C  -0.3405  -0.6429  2.9407  -0.4130
O  0.0527  0.1560  1.8760  -0.2598
C  0.0727  0.0588  4.2509  -0.1169
C  0.4902  -0.6106  5.3936  -0.0222
C  0.8217  0.0922  6.5475  -0.1011
C  0.7342  1.4750  6.5731  -0.1228
C  0.3160  2.1514  5.4323  -0.0871
C  -0.0066  1.4501  4.2808  -0.0029
C  0.3378  -2.0172  2.8779  -0.1315
C  1.7150  -1.9978  2.6509  -0.0284
C  2.4497  -3.1711  2.6060  -0.0784
C  1.8185  -4.3986  2.7734  -0.1010
C  0.4559  -4.4291  3.0153  -0.0816
C  -0.2757  -3.2475  3.0866  -0.0194
C  -3.0746  -0.5837  0.6129  -0.3688
O  -1.9638  -0.4692  -0.2270  -0.2835
C  -3.6933  0.7575  1.0281  -0.0696
C  -5.0530  0.8321  1.3474  -0.0664
C  -5.6934  2.0144  1.6760  -0.1138
C  -4.9544  3.1912  1.7073  -0.1135
C  -3.5970  3.1429  1.4732  -0.0184
C  -2.9390  1.9365  1.1811  -0.2686
C  -4.0500  -1.4709  -0.2062  -0.1167
C  -3.8343  -2.8472  -0.2721  -0.0102
C  -4.6034  -3.6635  -1.0854  -0.0883
C  -5.6053  -3.1216  -1.8785  -0.1157
C  -5.8018  -1.7510  -1.8604  -0.0898
C  -5.0288  -0.9397  -1.0406  -0.0588
H  -5.0020  -3.2535  4.5922  0.0848
H  -3.6508  -2.9446  5.7050  0.0878
H  -3.3664  -3.7918  4.1664  0.0807
H  -5.6203  -0.7833  4.2184  0.0885
H  -4.3007  0.3807  4.0634  0.0828
H  -4.5059  -0.5179  5.5829  0.0860
H  -2.0727  -2.2363  1.5418  0.1319
H  -2.1844  0.3883  3.0542  0.1501
H  0.5600  -1.6919  5.3888  0.1149
H  1.1531  -0.4501  7.4264  0.0892
H  0.9951  2.0240  7.4710  0.0849
H  0.2531  3.2337  5.4332  0.0937
H  -0.2951  1.9758  3.3777  0.1169
H  2.1971  -1.0420  2.4930  0.1272
H  3.5181  -3.1283  2.4231  0.1049
H  2.3856  -5.3206  2.7105  0.0952
H  -0.0510  -5.3784  3.1502  0.0948
H  -1.3332  -3.2910  3.3029  0.0948
H  -5.6288  -0.0824  1.3238  0.1157
H  -6.7536  2.0125  1.9000  0.0871
H  -5.4282  4.1387  1.9407  0.0889
H  -2.9776  4.0295  1.5394  0.1122
H  -1.0980  1.2078  1.3021  0.0388
H  -3.0375  -3.3039  0.3007  0.1152
H  -4.4041  -4.7286  -1.1082  0.0929
H  -6.2035  -3.7566  -2.5221  0.0860
H  -6.5465  -1.2971  -2.5042  0.0944
H  -5.1734  0.1298  -1.0869  0.1093


ORCA calculation (the ωB97M-V functional and the def2-TZVPD basis) on a molecular structure, C8H21F5N5Ru.

Summary:
Charge = +3
Multiplicity = 1
E_HOMO = -21.83 eV

Last column: natural (NBO) charge in e.
Element x y z (Å)
Ru  -0.3195  -0.1049  -0.1484  0.9104
N  1.3913  -1.1119  -0.8528  -0.6674
C  1.9635  -1.9719  0.2297  -0.2545
C  2.2463  -1.0108  1.3510  -0.2542
N  0.9943  -0.2303  1.6183  -0.5457
C  0.1837  -0.7989  2.7652  -0.2602
C  -1.0291  -1.5482  2.2661  -0.2487
N  -1.7873  -0.6404  1.3311  -0.7845
H  1.1606  -1.6859  -1.6681  0.4314
H  2.1363  -0.4788  -1.1506  0.4279
H  2.8648  -2.4785  -0.1209  0.2865
H  1.2329  -2.7374  0.4921  0.2268
H  3.0251  -0.3047  1.0545  0.2449
H  2.5923  -1.5161  2.2517  0.2702
H  1.3079  0.6804  1.9404  0.4365
H  -0.1222  0.0286  3.4013  0.2542
H  0.8085  -1.4564  3.3681  0.2645
H  -1.6652  -1.8434  3.1022  0.2818
H  -0.7656  -2.4562  1.7225  0.2163
H  -2.1280  0.1560  1.8728  0.4429
H  -2.6186  -1.1319  1.0033  0.4272
N  -1.8271  -0.6297  -1.5940  -0.7659
C  -1.5288  -0.2135  -3.0010  -0.2457
C  -0.9252  1.1564  -2.8913  -0.2550
N  0.2090  1.0352  -1.9137  -0.6750
H  -2.0128  -1.6355  -1.5666  0.4289
H  -2.7190  -0.2043  -1.3305  0.4314
H  -2.4335  -0.2216  -3.6081  0.2797
H  -0.8314  -0.9321  -3.4347  0.2223
H  -1.6374  1.8853  -2.5053  0.2461
H  -0.5438  1.5262  -3.8435  0.2788
H  0.5525  1.9769  -1.7281  0.4405
H  0.9738  0.5934  -2.4207  0.4038
F  -0.7714  1.8128  1.8914  -0.3050
C  -0.4659  1.8737  0.5848  0.6253
F  -1.5420  2.3308  -0.0625  -0.2862
C  0.7426  2.8792  0.4423  0.9107
F  0.6424  3.5340  -0.7126  -0.2813
F  1.8935  2.1592  0.4255  -0.3273
F  0.7526  3.7149  1.4395  -0.2324


no.,total energy (a.u.)
1,-617.99868
2,-741.41153
3,-652.57600
4,-9566.76875
5,-7163.91018
6,-1184.35973